(1)
Formula: C25H44N2O15
Source: OMol25
Level of theory: ωB97M-V with the def2-TZVPD basis set

CARTESIAN COORDINATES (ANGSTROEM)
C1 4.633 4.070 1.663
C2 3.574 2.922 1.278
C3 3.991 1.617 1.882
O1 2.754 1.006 2.135
C4 1.894 1.906 2.280
O2 0.770 1.746 2.722
O3 2.301 3.084 1.889
H1 4.565 4.414 2.651
H2 4.536 4.922 1.078
H3 5.635 3.690 1.430
H4 3.495 2.836 0.224
H5 4.465 1.884 2.838
H6 4.711 1.015 1.330
C5 0.193 0.348 -0.477
C6 0.701 -1.112 -0.577
C7 1.402 -1.472 -1.922
O4 2.747 -1.223 -1.614
C8 2.913 -1.101 -0.318
O5 4.018 -0.972 0.226
O6 1.765 -1.152 0.326
H7 -0.106 0.575 0.578
H8 -0.624 0.628 -1.162
H9 1.036 1.023 -0.734
H10 0.012 -1.883 -0.380
H11 0.963 -0.877 -2.727
H12 1.304 -2.585 -2.147
C9 2.240 -4.145 2.133
O7 2.095 -5.041 1.066
C10 0.921 -5.273 0.483
O8 -0.127 -4.304 0.652
O9 0.727 -6.360 -0.341
C11 -0.471 -6.295 -1.108
H13 1.509 -4.355 2.921
H14 2.123 -3.134 1.825
H15 3.271 -4.128 2.501
H16 -0.664 -7.182 -1.699
H17 -0.301 -5.603 -1.878
H18 -1.341 -6.074 -0.474
C12 -1.272 1.981 -4.097
O10 -0.382 2.606 -3.190
C13 0.935 2.535 -3.448
O11 1.363 2.090 -4.705
O12 1.767 2.947 -2.504
C14 3.128 2.883 -2.586
H19 -1.133 0.881 -4.118
H20 -1.349 2.430 -5.107
H21 -2.163 1.948 -3.538
H22 3.421 3.176 -3.613
H23 3.586 1.854 -2.361
H24 3.524 3.608 -1.916
C15 -2.462 -3.577 -1.579
O13 -3.680 -2.878 -1.886
C16 -3.710 -1.564 -1.659
O14 -2.524 -0.732 -1.737
O15 -4.888 -1.023 -1.562
C17 -4.874 0.373 -1.412
H25 -2.468 -4.616 -1.983
H26 -2.547 -3.560 -0.511
H27 -1.578 -3.073 -1.883
H28 -4.543 0.740 -0.490
H29 -5.948 0.584 -1.449
H30 -4.487 0.926 -2.252
C18 -2.502 2.939 -0.329
C19 -1.632 3.141 0.842
C20 -1.794 4.574 1.598
C21 -1.161 4.641 2.927
N1 -0.662 4.623 3.970
H31 -2.150 3.508 -1.199
H32 -3.515 3.247 -0.150
H33 -2.644 1.893 -0.558
H34 -0.540 2.956 0.673
H35 -1.885 2.276 1.446
H36 -2.807 4.812 1.701
H37 -1.404 5.440 0.976
C22 -2.641 -0.546 1.637
C23 -1.936 -1.886 2.098
C24 -0.575 -1.632 2.793
C25 -0.367 -2.508 3.924
N2 -0.156 -3.288 4.764
H38 -2.525 0.237 2.375
H39 -3.685 -0.754 1.359
H40 -2.119 -0.218 0.738
H41 -1.870 -2.605 1.312
H42 -2.550 -2.443 2.812
H43 -0.484 -0.667 3.214
H44 0.259 -1.694 2.111

The calculation puts the orbital gap at 10.731 eV. The SMILES is C[C@H]1COC(=O)O1.C[C@H]1COC(=O)O1.COC(=O)OC.COC(=O)OC.COC(=O)OC.CCCC#N.CCCC#N. As for the spin multiplicity: 1. The value obtained for the total energy is -60325.0833 eV. For the relative energy (zero: lowest compared OMol25 entry of this formula, charge and spin), the calculation gives 40.6 kcal per mole.

Löwdin atomic charge list, values in e, 2 entries: 0.022 -0.255

(2)
Formula: C25H44O2P2W
Source: OMol25
Level of theory: ωB97M-V with the def2-TZVPD basis set

CARTESIAN COORDINATES (ANGSTROEM)
W1 1.224 -1.016 1.498
C1 -0.820 -1.144 2.598
C2 -0.478 -2.303 1.811
C3 1.138 -2.023 3.445
C4 0.169 -0.965 3.592
C5 0.715 -2.896 2.397
C6 -2.133 -0.441 2.623
H1 -2.849 -0.801 1.886
H2 -2.044 0.633 2.453
H3 -2.707 -0.517 3.565
C7 0.049 -0.027 4.743
H4 -0.377 0.944 4.452
H5 1.037 0.153 5.169
H6 -0.580 -0.405 5.571
C8 2.430 -2.069 4.151
H7 2.279 -2.496 5.148
H8 2.892 -1.082 4.273
H9 3.135 -2.692 3.606
C9 1.483 -4.040 1.837
H10 1.476 -4.823 2.608
H11 2.523 -3.753 1.624
H12 1.034 -4.408 0.904
C10 -1.396 -3.043 0.911
H13 -1.937 -3.859 1.426
H14 -0.864 -3.499 0.086
H15 -2.171 -2.413 0.474
C11 -2.347 3.218 -0.067
C12 -3.153 2.129 0.089
C13 -3.241 0.793 -0.603
C14 -2.796 0.844 -2.072
C15 -1.354 0.449 -2.164
C16 -0.446 0.973 -1.158
C17 0.028 2.277 -0.800
C18 -1.061 3.421 -0.817
H16 -4.319 0.544 -0.598
H17 -2.985 1.840 -2.484
H18 -2.716 -0.006 -0.038
H19 -1.204 3.547 -1.894
H20 -2.694 4.131 0.444
H21 -3.946 2.247 0.855
H22 -0.587 4.303 -0.364
H23 0.616 2.267 0.144
H24 -0.126 0.162 -0.421
H25 0.859 2.512 -1.513
H26 -3.399 0.136 -2.658
H27 -1.296 -0.653 -2.099
P1 -0.413 1.001 -3.577
C19 -0.518 2.758 -4.071
C20 -1.459 0.267 -4.848
P2 1.590 -0.891 -2.103
C21 1.246 0.423 -3.459
C22 0.784 -2.236 -3.160
C23 3.286 -1.148 -2.827
H28 0.387 3.329 -3.814
H29 -1.414 3.304 -3.739
H30 -0.574 2.732 -5.173
H31 -1.216 0.797 -5.777
H32 -2.520 0.429 -4.601
H33 -1.237 -0.802 -4.927
H34 3.329 -0.859 -3.889
H35 3.566 -2.203 -2.714
H36 3.943 -0.495 -2.245
H37 1.886 1.299 -3.264
H38 1.478 0.044 -4.470
H39 1.376 -3.154 -3.016
H40 0.784 -1.989 -4.235
H41 -0.250 -2.418 -2.835
C24 3.022 2.212 4.049
O1 2.545 0.945 3.552
C25 2.020 0.976 2.280
O2 1.890 2.064 1.686
H42 3.783 2.621 3.358
H43 3.452 1.938 5.011
H44 2.172 2.905 4.173

The calculation puts the orbital gap (alpha / beta) at 6.492 / 6.723 eV. The total charge is +2. As for the spin multiplicity: 3. As for the expectation value of S²: 2.0205. The value obtained for the total energy is -51115.7749 eV. For the relative energy (zero: lowest compared OMol25 entry of this formula, charge and spin), the calculation gives 14.2 kcal per mole.

Löwdin atomic charge list, values in e, 2 entries: 1.438 -0.262

(3)
Formula: C25H45Cl2PTi
Source: OMol25
Level of theory: ωB97M-V with the def2-TZVPD basis set

CARTESIAN COORDINATES (ANGSTROEM)
Ti1 0.115 2.473 1.271
Cl1 2.147 1.522 1.816
P1 -0.163 -0.313 0.304
C1 0.271 3.798 2.505
H1 -0.621 4.344 2.837
H2 1.177 4.053 3.049
C2 -1.458 -0.758 -1.003
C3 -0.460 -1.380 1.834
C4 -2.883 -0.507 -0.490
H3 -1.232 0.006 -1.771
C5 -3.890 -0.533 -1.649
H4 -3.158 -1.276 0.247
H5 -2.934 0.459 0.030
C6 -3.811 -1.832 -2.461
H6 -4.904 -0.396 -1.255
H7 -3.682 0.319 -2.311
C7 -2.377 -2.207 -2.854
H8 -4.250 -2.649 -1.873
H9 -4.419 -1.733 -3.367
C8 -1.381 -2.128 -1.689
H10 -2.357 -3.220 -3.276
H11 -2.035 -1.525 -3.645
H12 -1.611 -2.921 -0.962
H13 -0.373 -2.330 -2.070
C9 1.454 -1.002 -0.389
C10 -1.137 -2.737 1.597
H14 0.568 -1.568 2.195
C11 -1.176 -3.555 2.895
H15 -2.163 -2.582 1.234
H16 -0.612 -3.321 0.828
C12 -1.839 -2.799 4.052
H17 -1.703 -4.500 2.712
H18 -0.145 -3.810 3.177
C13 -1.269 -1.390 4.239
H19 -2.919 -2.729 3.865
H20 -1.713 -3.368 4.980
C14 -1.197 -0.592 2.928
H21 -1.871 -0.837 4.969
H22 -0.254 -1.467 4.650
H23 -2.214 -0.346 2.586
H24 -0.700 0.371 3.130
C15 1.709 -0.503 -1.819
H25 2.176 -0.491 0.272
C16 3.114 -0.890 -2.302
H26 0.960 -0.922 -2.507
H27 1.593 0.591 -1.862
C17 3.423 -2.382 -2.125
H28 3.224 -0.612 -3.357
H29 3.852 -0.304 -1.737
C18 3.096 -2.900 -0.720
H30 2.854 -2.961 -2.865
H31 4.484 -2.562 -2.336
C19 1.690 -2.512 -0.245
H32 3.197 -3.992 -0.689
H33 3.824 -2.490 -0.007
H34 0.945 -3.073 -0.830
H35 1.572 -2.830 0.800
C20 0.199 3.504 -0.451
C21 0.544 4.325 0.650
H36 -0.885 3.319 -0.570
C22 2.022 4.808 0.654
H37 -0.138 5.184 0.784
C23 2.372 5.407 -0.712
H38 2.192 5.535 1.460
H39 2.648 3.934 0.870
C24 2.193 4.414 -1.857
H40 1.710 6.266 -0.880
H41 3.397 5.791 -0.703
C25 0.888 3.592 -1.799
H42 2.218 4.973 -2.802
H43 3.049 3.730 -1.895
H44 0.174 4.046 -2.506
H45 1.081 2.595 -2.223
Cl2 -2.198 2.374 1.443

The calculation puts the orbital gap at 8.697 eV. As for the spin multiplicity: 1. The value obtained for the total energy is -84105.9524 eV. For the relative energy (zero: lowest compared OMol25 entry of this formula, charge and spin), the calculation gives 0.0 kcal per mole.

Löwdin atomic charge list, values in e, 2 entries: 0.277 0.140

(4)
Formula: C25H45ClIPSn
Source: OMol25
Level of theory: ωB97M-V with the def2-TZVPD basis set

CARTESIAN COORDINATES (ANGSTROEM)
Sn1 -0.210 -1.008 0.839
P1 -0.363 0.459 -2.125
Cl1 -2.367 0.215 0.785
C1 -0.752 -2.839 1.579
H1 -1.500 -2.598 2.427
H2 0.234 -3.264 1.968
C2 -1.108 2.191 -2.464
C3 -1.304 -0.681 -3.336
C4 -2.597 2.220 -2.101
H3 -0.569 2.774 -1.695
C5 -3.099 3.663 -1.948
H4 -3.190 1.714 -2.880
H5 -2.756 1.672 -1.161
C6 -2.821 4.512 -3.193
H6 -4.172 3.659 -1.725
H7 -2.596 4.114 -1.081
C7 -1.378 4.381 -3.697
H8 -3.510 4.209 -3.993
H9 -3.036 5.565 -2.974
C8 -0.897 2.923 -3.797
H10 -1.278 4.871 -4.674
H11 -0.711 4.919 -3.010
H12 -1.461 2.424 -4.597
H13 0.156 2.923 -4.102
C9 1.321 0.590 -3.006
C10 -1.873 -0.117 -4.642
H14 -0.544 -1.436 -3.606
C11 -2.456 -1.245 -5.512
H15 -2.672 0.604 -4.422
H16 -1.112 0.414 -5.230
C12 -3.490 -2.103 -4.774
H17 -2.906 -0.816 -6.417
H18 -1.631 -1.887 -5.849
C13 -3.023 -2.546 -3.382
H19 -4.422 -1.531 -4.671
H20 -3.727 -2.987 -5.378
C14 -2.418 -1.399 -2.558
H21 -3.860 -2.990 -2.831
H22 -2.265 -3.333 -3.494
H23 -3.209 -0.676 -2.298
H24 -2.028 -1.781 -1.601
C15 2.108 1.791 -2.466
H25 1.817 -0.320 -2.603
C16 3.583 1.738 -2.902
H26 1.665 2.730 -2.831
H27 2.055 1.810 -1.368
C17 3.740 1.585 -4.416
H28 4.093 2.649 -2.566
H29 4.069 0.895 -2.393
C18 2.888 0.445 -4.991
H30 3.452 2.526 -4.902
H31 4.795 1.414 -4.661
C19 1.424 0.494 -4.534
H32 2.932 0.468 -6.088
H33 3.321 -0.516 -4.682
H34 0.940 1.362 -5.006
H35 0.912 -0.402 -4.908
C20 0.550 1.314 2.303
C21 0.644 0.013 2.514
H36 -0.532 1.897 2.081
C22 1.936 -0.831 2.820
H37 -0.408 -0.692 3.062
C23 2.814 0.130 3.576
H38 1.675 -1.718 3.394
H39 2.416 -1.202 1.898
C24 3.047 1.419 2.726
H40 2.339 0.404 4.525
H41 3.757 -0.349 3.878
C25 1.844 2.011 2.034
H42 3.382 2.198 3.394
H43 3.841 1.168 2.021
H44 1.644 3.127 2.301
H45 2.008 1.983 0.866
I1 2.328 -1.606 -0.497

The calculation puts the orbital gap (alpha / beta) at 5.487 / 5.485 eV. As for the spin multiplicity: 1. The value obtained for the total energy is -62395.0185 eV.

Löwdin atomic charge list, values in e, 2 entries: 0.557 1.064

(5)
Formula: C25H45CuN4OPS
Source: OMol25
Level of theory: ωB97M-V with the def2-TZVPD basis set

CARTESIAN COORDINATES (ANGSTROEM)
Cu1 -1.699 0.536 0.905
N1 -4.578 -2.500 0.698
C1 -4.363 -2.528 2.056
C2 -3.466 -1.535 2.297
N2 -3.138 -0.907 1.111
C3 -3.818 -1.518 0.170
H1 -5.181 -3.119 0.186
H2 -4.855 -3.230 2.707
H3 -3.033 -1.234 3.237
H4 -3.804 -1.274 -0.881
O1 0.278 0.422 0.805
P1 1.152 0.336 -0.440
C4 0.602 1.699 -1.568
C5 1.616 2.358 -2.514
C6 1.811 1.583 -3.815
C7 0.480 1.481 -4.554
C8 -0.553 0.774 -3.679
C9 -0.724 1.463 -2.320
C10 1.015 -1.356 -1.116
C11 -0.460 -1.769 -1.287
C12 -0.537 -3.073 -2.092
C13 0.559 -4.066 -1.661
C14 0.988 -3.771 -0.226
C15 1.641 -2.380 -0.130
C16 2.843 0.874 0.036
C17 3.996 0.637 -0.962
C18 4.734 -0.686 -0.769
C19 5.217 -0.856 0.668
C20 4.074 -0.729 1.676
C21 3.261 0.552 1.485
H5 0.393 2.416 -0.765
H6 2.562 2.555 -2.015
H7 1.204 3.340 -2.772
H8 2.186 0.573 -3.604
H9 2.560 2.077 -4.436
H10 0.599 0.947 -5.499
H11 0.130 2.490 -4.797
H12 -0.226 -0.261 -3.551
H13 -1.519 0.741 -4.187
H14 -1.434 0.922 -1.689
H15 -1.179 2.444 -2.490
H16 1.522 -1.380 -2.089
H17 -1.070 -1.011 -1.767
H18 -0.876 -1.917 -0.288
H19 -0.439 -2.849 -3.158
H20 -1.526 -3.517 -1.954
H21 1.432 -3.976 -2.316
H22 0.201 -5.091 -1.758
H23 1.699 -4.519 0.128
H24 0.117 -3.834 0.433
H25 2.703 -2.488 -0.329
H26 1.534 -2.006 0.891
H27 2.622 1.949 0.032
H28 4.716 1.448 -0.809
H29 3.659 0.711 -1.995
H30 5.584 -0.715 -1.454
H31 4.086 -1.517 -1.052
H32 5.974 -0.093 0.880
H33 5.704 -1.826 0.785
H34 4.486 -0.718 2.686
H35 3.432 -1.607 1.616
H36 3.879 1.391 1.818
H37 2.377 0.543 2.124
C22 -1.504 3.232 3.741
N3 -2.861 2.775 3.516
C23 -3.755 2.435 4.622
C24 -5.075 2.113 3.907
N4 -4.628 1.961 2.521
C25 -3.391 2.461 2.330
S1 -2.654 2.658 0.814
H38 -1.507 3.974 4.539
H39 -1.127 3.683 2.829
H40 -0.848 2.406 4.025
H41 -3.839 3.270 5.317
H42 -3.368 1.573 5.171
H43 -5.803 2.918 4.003
H44 -5.524 1.194 4.276
H45 -5.269 1.944 1.747

The calculation puts the orbital gap at 8.630 eV. The total charge is +1. As for the spin multiplicity: 1. The value obtained for the total energy is -99425.8159 eV.

Löwdin atomic charge list, values in e, 2 entries: 0.123 0.074

(6)
Formula: C25H45F3IrO3P2S
Source: OMol25
Level of theory: ωB97M-V with the def2-TZVPD basis set

CARTESIAN COORDINATES (ANGSTROEM)
Ir1 -0.588 -0.311 -1.819
C1 -1.814 1.414 0.311
C2 -2.146 0.496 -0.856
C3 -2.121 -0.671 1.197
C4 -1.791 0.685 1.491
C5 -2.492 -0.795 -0.148
C6 -1.779 2.878 0.214
H1 -1.448 3.191 -0.783
H2 -1.116 3.306 0.976
H3 -2.779 3.323 0.379
C7 -1.542 1.183 2.859
H4 -1.388 2.265 2.902
H5 -0.647 0.688 3.267
H6 -2.370 0.942 3.548
C8 -2.257 -1.701 2.243
H7 -3.247 -1.647 2.731
H8 -1.505 -1.567 3.031
H9 -2.150 -2.717 1.833
C9 -3.411 -1.809 -0.711
H10 -4.440 -1.420 -0.703
H11 -3.404 -2.719 -0.105
H12 -3.166 -2.064 -1.752
C10 -3.137 1.075 -1.800
H13 -3.999 1.347 -1.182
H14 -3.431 0.365 -2.583
H15 -2.734 1.968 -2.291
C11 1.234 0.492 -2.344
C12 0.125 1.382 -2.618
C13 -0.424 1.571 -4.011
C14 -1.308 0.389 -4.520
C15 -1.340 -0.815 -3.626
C16 -0.143 -1.602 -3.365
C17 1.139 -1.302 -4.102
C18 1.969 -0.149 -3.501
H16 0.386 1.764 -4.730
H17 -0.975 0.085 -5.512
H18 -1.050 2.475 -3.993
H19 2.212 0.607 -4.265
H20 1.847 0.770 -1.485
H21 0.139 2.270 -1.967
H22 2.961 -0.490 -3.160
H23 1.773 -2.192 -4.096
H24 -0.307 -2.655 -3.191
H25 0.912 -1.095 -5.153
H26 -2.332 0.748 -4.646
H27 -2.251 -1.407 -3.651
P1 1.633 1.743 1.041
C19 1.486 2.740 2.546
H28 2.415 3.312 2.630
H29 1.356 2.077 3.406
H30 0.625 3.412 2.457
C20 3.253 0.961 1.245
H31 3.935 1.725 1.631
H32 3.610 0.573 0.287
H33 3.146 0.145 1.966
C21 2.016 3.098 -0.141
H34 2.253 2.706 -1.137
H35 2.867 3.662 0.258
H36 1.135 3.749 -0.230
P2 0.919 -1.894 0.218
C22 -0.190 -3.167 -0.507
H37 0.440 -3.946 -0.950
H38 -0.829 -2.715 -1.284
H39 -0.835 -3.593 0.270
C23 2.449 -2.236 -0.711
H40 2.356 -1.963 -1.768
H41 2.655 -3.305 -0.611
H42 3.261 -1.655 -0.261
C24 1.279 -2.801 1.755
H43 1.488 -3.847 1.497
H44 0.410 -2.743 2.420
H45 2.132 -2.347 2.271
F1 1.533 -0.130 7.303
C25 1.442 0.349 6.043
F2 0.338 1.143 5.957
F3 2.536 1.117 5.788
S1 1.325 -1.018 4.765
O1 2.556 -1.771 4.951
O2 0.070 -1.695 5.077
O3 1.268 -0.241 3.506

The calculation puts the orbital gap (alpha / beta) at 6.538 / 4.532 eV. The total charge is +1. As for the spin multiplicity: 5. As for the expectation value of S²: 6.0214. The value obtained for the total energy is -73189.6484 eV.

Löwdin atomic charge list, values in e, 2 entries: 1.281 -0.178